61
Properties=species:S:1:pos:R:3:forces:R:3 method="wB97M-V/def2-TZVPD" homo_lumo_gap_ev=8.15 relative_energy_kj_mol=33.0 charge=0 lumo_ev=-0.15 smiles="Cc1c(CCC(=O)N[C@@H](CC(C)C)C(=O)O)c(=O)oc2cc3oc4c(c3cc12)CCCC4"
C -0.2838 0.1869 -3.3327 -0.090 -0.029 0.093
C -0.5516 0.5028 -1.8957 -0.448 -0.176 0.247
C -1.6075 -0.0169 -1.2191 0.149 0.198 -0.351
C -1.8390 0.3171 0.1822 -0.465 -0.237 0.164
O -2.7629 -0.1163 0.8403 0.298 0.324 -0.087
O -0.9752 1.1602 0.7906 -0.099 0.039 0.283
C 0.0988 1.6833 0.1494 0.685 0.276 -0.541
C 0.9136 2.5169 0.9063 0.007 0.034 0.071
C 2.0149 3.0562 0.2774 -0.416 -0.606 -0.913
C 2.3163 2.7733 -1.0793 -0.223 0.035 0.567
C 1.4927 1.9399 -1.8135 0.034 0.136 0.281
C 0.3632 1.3872 -1.2072 -0.042 0.120 0.489
H 1.7341 1.7205 -2.8397 -0.013 -0.060 -0.155
C 3.5166 3.5076 -1.3509 0.304 0.341 0.486
C 3.8349 4.1428 -0.1953 0.176 -0.224 -0.996
O 2.9385 3.8860 0.8043 -0.040 0.157 0.479
C 5.0051 5.0313 0.0217 -0.081 -0.047 0.198
H 4.6733 6.0743 0.0445 0.031 0.012 0.057
C 5.9942 4.8145 -1.1280 -0.156 0.155 -0.052
H 6.4963 3.8543 -0.9957 0.075 -0.024 0.027
C 5.2721 4.8186 -2.4761 0.141 -0.207 -0.031
H 4.6959 5.7414 -2.5688 -0.011 0.064 -0.056
H 6.0015 4.7940 -3.2869 -0.024 0.068 -0.027
C 4.3281 3.6195 -2.5964 0.024 0.105 0.038
H 4.9058 2.7006 -2.7377 -0.006 -0.005 -0.099
H 3.6754 3.7333 -3.4647 0.021 -0.037 -0.042
H 6.7530 5.5976 -1.1088 0.035 -0.046 0.038
H 5.4691 4.8157 0.9862 -0.001 0.035 0.016
H 0.6767 2.7167 1.9374 -0.053 0.021 0.156
C -2.5927 -1.0061 -1.7821 0.029 -0.029 0.026
H -3.4565 -1.0209 -1.1147 0.028 0.025 -0.167
H -2.9380 -0.7035 -2.7716 -0.028 -0.022 0.029
C -1.9701 -2.4109 -1.8608 0.028 0.118 -0.039
C -1.1883 -2.7307 -0.6024 -0.345 -0.231 -0.354
O 0.0353 -2.8512 -0.6130 0.331 0.070 -0.043
N -1.9158 -2.8967 0.5062 -0.140 -0.089 0.254
H -2.9037 -2.6949 0.4828 0.065 0.030 -0.162
C -1.3438 -2.9828 1.8449 0.290 0.059 0.353
C -2.4021 -2.6217 2.8852 0.117 -0.165 -0.150
H -1.9462 -2.7356 3.8685 0.036 0.024 -0.013
H -2.6587 -1.5702 2.7466 0.082 0.002 0.040
C -3.6784 -3.4845 2.7972 -0.085 0.055 0.233
C -3.9298 -4.2212 4.1109 0.073 -0.101 -0.278
H -3.0868 -4.8678 4.3362 0.042 -0.045 0.085
H -4.8274 -4.8316 4.0383 -0.133 -0.065 0.054
H -4.0614 -3.5121 4.9256 -0.032 0.110 0.118
C -4.8903 -2.6233 2.4384 0.145 -0.273 -0.078
H -5.7623 -3.2470 2.2512 -0.127 -0.024 -0.003
H -4.7043 -2.0119 1.5576 -0.035 0.142 -0.127
H -5.1229 -1.9506 3.2610 -0.031 0.141 0.075
H -3.5420 -4.2450 2.0203 -0.011 0.002 0.010
C -0.7085 -4.3703 2.1040 -0.212 0.566 -0.105
O -1.0087 -5.0630 3.0353 -0.026 -0.153 0.150
O 0.2329 -4.7137 1.2409 0.378 -0.205 -0.346
H 0.3694 -4.0246 0.5339 -0.193 -0.096 0.313
H -0.5096 -2.2640 1.9053 -0.160 -0.089 -0.060
H -1.2701 -2.4707 -2.6946 -0.015 -0.067 0.084
H -2.7534 -3.1570 -2.0047 0.025 -0.050 -0.045
H 0.6028 -0.4418 -3.4070 0.089 -0.040 -0.068
H -0.1027 1.1024 -3.8926 0.028 0.022 -0.071
H -1.1159 -0.3361 -3.7905 -0.027 -0.047 -0.056

=====

11
Properties=species:S:1:pos:R:3:forces:R:3 method="wB97M-V/def2-TZVPD" homo_lumo_gap_ev=9.34 relative_energy_kj_mol=200.5 charge=0 lumo_ev=-0.29 smiles="C/C(Cl)=C/C=O"
C 1.5731 0.7911 0.1655 2.065 -4.932 2.245
C 0.3806 -0.1536 -0.0774 1.688 2.894 -0.425
C -0.8510 0.3035 -0.3407 -0.514 -2.189 1.076
C -1.8664 -0.6825 -0.0689 -7.687 -0.879 0.229
H 1.3595 1.7872 -0.1551 0.355 0.641 0.178
H 1.8298 0.5476 1.4028 -0.864 1.479 -3.404
H 2.5319 0.1822 -0.2886 -2.220 2.267 0.653
H -1.1159 1.2793 -0.5958 -0.020 1.613 0.168
H -1.5554 -1.7063 -0.2644 0.146 -0.177 0.407
O -3.1765 -0.5916 0.2445 7.114 0.528 -1.508
Cl 0.8904 -1.7569 -0.0218 -0.063 -1.245 0.381

=====

67
Properties=species:S:1:pos:R:3:forces:R:3 method="wB97M-V/def2-TZVPD" homo_lumo_gap_ev=5.69 relative_energy_kj_mol=0.0 charge=-1 lumo_ev=1.96
Sc -0.6372 -0.0903 1.8052 -1.450 -0.585 0.903
Se -0.4217 -1.7687 3.9929 -0.030 -0.391 -0.324
Te -2.1675 -0.5232 5.2458 -0.749 0.012 -0.378
Te -4.3142 -0.7743 3.4803 0.123 -0.241 0.999
Se -3.4742 0.2890 1.4279 0.688 0.011 -0.265
C 3.2436 -1.5078 0.0074 0.827 0.455 0.039
C 4.1368 -0.5683 0.5475 -0.685 0.244 0.801
C 3.6780 0.2924 1.5475 0.076 -0.522 -0.166
C 2.3323 0.2430 1.9797 -0.281 -0.477 -0.835
N 1.4735 -0.6681 1.3952 1.402 0.600 -0.072
C 1.9464 -1.5142 0.4480 -0.352 0.562 0.606
C 1.7746 1.2047 2.9667 0.742 0.451 -0.141
C 2.6157 2.1598 3.5423 0.498 -0.558 -0.230
C 2.1279 3.1401 4.3739 0.034 0.183 0.040
C 0.7577 3.1522 4.6192 -0.499 0.188 0.771
C -0.0832 2.1511 4.1105 0.397 2.088 1.119
C 0.4167 1.2356 3.2480 -0.520 -2.013 -1.870
H 3.5753 -2.1976 -0.7531 -0.090 -0.089 -0.075
H 5.1783 -0.5052 0.2383 -0.243 -0.113 -0.062
H 4.3689 0.9898 2.0241 -0.280 -0.259 -0.363
H 1.2296 -2.2044 0.0216 -0.049 0.091 0.059
H 3.6667 2.1123 3.3128 0.261 0.259 0.217
H 2.8290 3.8601 4.8120 -0.497 -0.142 -0.176
H 0.3261 3.9440 5.2459 0.200 -0.322 -0.180
H -1.1288 2.1658 4.3852 -0.035 0.089 -0.179
O -0.6225 1.3534 0.4549 1.868 2.716 -1.179
N 0.1332 2.4883 0.1424 -1.140 -1.587 0.638
C -0.4044 3.5559 0.6405 -0.593 -1.573 -0.056
C -1.5870 3.4113 1.4208 -2.742 0.090 2.838
N -2.4723 3.2977 2.1864 2.225 0.626 -2.181
C 0.1499 4.8383 0.4513 1.146 1.017 -0.434
N 0.6716 5.8529 0.2846 -0.398 -0.371 0.096
C 0.5379 -1.9925 -4.1282 -0.393 0.835 0.687
C -0.6025 -0.9599 -3.8267 0.903 -0.280 -0.138
P -0.4546 -0.1212 -2.1594 -0.152 -0.406 -0.544
C -1.8272 1.1541 -2.3514 0.059 -0.350 0.195
C -2.3921 1.5241 -3.7389 0.016 -0.028 0.675
C 1.1616 0.7692 -2.3978 -0.700 -0.097 -0.453
C 1.1677 1.9324 -3.3905 0.524 -0.218 0.503
H 0.2330 -2.7395 -4.8522 -0.094 -0.116 -0.112
H 0.8291 -2.4900 -3.1987 -0.047 -0.161 -0.081
H 1.4346 -1.5002 -4.5021 -0.004 0.089 -0.083
H -1.5514 -1.4952 -3.8395 -0.160 0.146 -0.041
H -0.6165 -0.1845 -4.5984 -0.143 -0.252 -0.123
H -1.4647 2.0265 -1.7987 -0.236 -0.011 -0.182
H -2.6438 0.7237 -1.7411 0.283 0.305 -0.150
H -1.6499 1.9439 -4.4102 0.151 -0.035 -0.114
H -3.1737 2.2738 -3.6065 -0.009 0.068 0.004
H -2.8700 0.6642 -4.2056 0.120 -0.047 -0.121
H 1.8623 -0.0028 -2.7202 0.036 -0.114 -0.030
H 1.4705 1.0519 -1.4028 0.171 0.385 0.233
H 0.8009 1.6395 -4.3593 -0.360 -0.186 -0.404
H 2.1900 2.2569 -3.5576 0.236 0.261 0.042
H 0.5985 2.7817 -3.0309 -0.160 0.118 0.072
C -0.4369 -4.2412 1.3260 -0.247 -0.103 -0.072
As -1.4357 -2.7519 0.4717 0.165 -0.573 0.505
C -3.2526 -3.2754 0.9565 0.095 -0.062 0.234
C -1.4313 -3.5726 -1.3013 0.171 0.354 -0.313
H -0.7236 -5.2062 0.8873 0.030 0.208 0.072
H -0.6614 -4.2352 2.3897 -0.055 0.000 0.050
H 0.6434 -4.1099 1.2257 -0.091 0.060 -0.110
H -3.4821 -4.2576 0.5527 0.032 -0.172 -0.041
H -3.9672 -2.5394 0.5937 0.113 0.053 -0.080
H -3.3320 -3.2922 2.0441 0.035 -0.002 -0.076
H -1.9912 -4.4980 -1.2798 -0.186 -0.213 0.087
H -0.4189 -3.7983 -1.6286 0.149 0.072 0.039
H -1.8691 -2.8938 -2.0266 -0.105 0.032 -0.089

=====

67
Properties=species:S:1:pos:R:3:forces:R:3 method="wB97M-V/def2-TZVPD" homo_lumo_gap_ev=9.00 charge=0 lumo_ev=0.05
C -0.6923 0.9475 3.6521 0.016 -0.048 0.087
C -2.1708 1.0251 3.9171 -0.062 -0.037 -0.021
I -2.6290 1.7298 5.8470 -0.030 0.019 0.050
C -3.1448 0.7246 3.0570 0.191 0.053 0.308
I -2.5748 0.1075 1.1495 0.135 -0.064 -0.303
C -4.6263 0.8346 3.3270 -0.163 0.135 -0.150
C -5.2697 1.7932 2.4085 0.136 -0.126 0.031
N -5.7486 2.5550 1.6969 -0.033 -0.036 0.054
C -5.4137 -0.5032 3.3140 -0.243 0.270 0.046
C -4.7997 -1.4445 4.2694 -0.099 0.148 -0.230
N -4.3390 -2.1853 5.0116 0.096 -0.115 0.100
N -5.5687 -1.0532 1.9825 0.110 -0.222 0.193
C -5.3128 -2.1763 1.6290 -0.042 0.084 0.150
S -4.9754 -3.6211 1.1702 0.023 -0.137 -0.215
H -0.1214 1.0405 4.5748 -0.075 -0.006 -0.067
H -0.3910 1.7681 2.9908 -0.028 -0.128 -0.018
H -0.4294 -0.0084 3.1885 -0.023 0.154 -0.041
H -4.7592 1.2330 4.3378 0.066 -0.007 -0.072
H -6.4235 -0.2770 3.6772 0.148 0.001 0.012
C 0.6777 -5.4453 0.0431 -0.035 -0.013 0.025
C -0.5631 -5.1033 0.8585 0.078 -0.019 -0.024
C -0.8342 -3.5954 0.9228 -0.068 -0.107 -0.032
C 0.2669 -2.8691 1.5511 0.033 0.111 0.018
N 1.1362 -2.3124 2.0544 -0.005 0.028 0.024
H 1.5739 -5.0124 0.4893 0.003 0.020 -0.001
H 0.8203 -6.5243 -0.0091 0.014 0.009 -0.027
H 0.5948 -5.0683 -0.9779 0.008 -0.012 -0.012
H -0.4616 -5.4914 1.8738 -0.018 0.004 0.009
H -1.4399 -5.5838 0.4204 -0.030 0.031 0.011
H -1.7411 -3.3863 1.4938 -0.006 0.020 -0.030
H -0.9766 -3.1912 -0.0822 0.015 0.056 0.012
C -0.6965 2.9620 -1.0367 -0.030 0.078 0.048
C 0.1350 2.8729 -2.3060 -0.008 -0.055 0.116
C -0.3091 1.6853 -3.1713 0.002 0.068 -0.063
C -0.2443 0.4193 -2.4393 0.074 -0.025 0.100
N -0.1913 -0.5482 -1.8221 -0.096 -0.004 -0.043
H -0.5498 2.0683 -0.4292 -0.035 0.036 0.047
H -0.4244 3.8205 -0.4242 0.036 0.003 -0.024
H -1.7602 3.0379 -1.2734 -0.010 -0.002 0.022
H 1.1910 2.7677 -2.0463 0.013 -0.047 -0.062
H 0.0435 3.7816 -2.9035 -0.030 -0.019 -0.022
H 0.2943 1.6000 -4.0763 -0.008 -0.037 0.010
H -1.3484 1.8215 -3.4785 0.011 0.027 -0.046
C 2.6656 -2.2394 -2.8071 0.068 -0.016 -0.022
C 3.5208 -2.5486 -4.0288 -0.028 0.014 0.084
C 2.9896 -3.7395 -4.8356 0.058 0.068 -0.029
C 2.9617 -4.9704 -4.0463 -0.035 -0.035 0.041
N 2.9411 -5.9249 -3.4091 0.004 -0.015 0.012
H 2.6596 -3.0767 -2.1081 -0.010 -0.012 0.004
H 3.0496 -1.3697 -2.2742 -0.021 0.001 0.012
H 1.6331 -2.0276 -3.0851 -0.011 -0.001 0.004
H 4.5495 -2.7538 -3.7262 0.005 -0.010 -0.014
H 3.5527 -1.6813 -4.6915 0.002 -0.028 -0.039
H 3.6085 -3.9204 -5.7156 -0.026 0.006 -0.016
H 1.9732 -3.5396 -5.1813 0.000 -0.005 -0.008
C 2.8092 5.8970 -1.0534 0.010 0.019 0.015
C 3.7848 5.7577 0.1084 -0.046 0.018 -0.059
C 3.6394 4.4204 0.8443 0.061 0.091 -0.010
C 2.3035 4.2562 1.4149 -0.050 -0.110 -0.009
N 1.2463 4.1272 1.8426 -0.048 0.013 0.028
H 1.7755 5.8707 -0.7051 -0.001 -0.021 0.004
H 2.9605 6.8424 -1.5736 -0.002 -0.003 -0.007
H 2.9438 5.0906 -1.7778 0.000 -0.004 0.000
H 3.6377 6.5738 0.8177 0.010 -0.005 0.012
H 4.8105 5.8336 -0.2560 0.015 -0.025 0.029
H 4.3640 4.3390 1.6554 0.012 -0.014 -0.016
H 3.8165 3.5882 0.1596 0.002 -0.015 0.017

=====

16
Properties=species:S:1:pos:R:3:forces:R:3 method="wB97M-V/def2-TZVPD" homo_lumo_gap_ev="11.07 / 7.08" s_squared=0.7530 multiplicity=2 relative_energy_kj_mol=180.1 charge=+1 lumo_ev="-4.24 / -8.21"
C -0.7272 1.6820 1.4442 0.091 0.530 0.519
C -0.9115 0.4525 0.7159 -0.284 1.222 1.260
C -0.0957 -0.5266 0.2803 6.492 -3.855 -1.450
O 1.2889 -0.5303 0.0441 -2.553 2.646 2.033
C -0.5451 -1.8783 0.0352 -2.736 -1.061 -1.850
H -1.4611 2.4171 1.0206 0.651 -0.343 0.843
H 0.2974 2.0151 1.4521 0.330 0.423 -0.439
H -0.8851 1.4865 2.5560 -0.533 0.190 -1.148
H -1.8879 0.0813 0.6212 -1.612 -0.003 -0.133
H 1.5347 -1.3323 -0.4116 0.065 -0.723 -0.049
H -0.7497 -2.5026 0.9038 -0.149 0.340 0.371
H 0.0385 -2.5373 -0.6578 -0.140 0.979 0.532
H -1.5187 -1.6584 -0.4801 0.369 -1.034 0.357
H 1.1837 0.5814 -1.2615 0.228 0.521 0.395
H 1.2855 0.5446 -2.6873 0.715 -0.206 -1.888
O 0.6911 0.8462 -2.0327 -0.933 0.374 0.647

=====

19
Properties=species:S:1:pos:R:3:forces:R:3 method="wB97M-V/def2-TZVPD" homo_lumo_gap_ev=9.75 relative_energy_kj_mol=325.6 charge=+1 lumo_ev=-3.58
C 1.1031 0.7757 1.5447 -1.601 -0.177 2.215
C -0.2694 0.9022 0.8602 -0.766 -3.011 0.527
C -0.5403 -0.2008 -0.0842 -1.811 0.056 -2.388
C -1.7598 -0.7315 -0.4171 -0.654 1.976 3.048
N -1.9152 -1.7366 -1.3154 0.207 0.291 -4.733
N 0.4558 -0.2624 -1.1918 -0.316 0.107 -1.904
N 2.2923 0.5080 0.7234 -0.404 3.427 -0.630
H 0.9892 -0.0359 2.2894 0.181 0.338 -0.353
H 1.0204 1.7206 2.1496 1.428 -0.711 -0.351
H -1.1238 0.7128 1.5596 1.030 0.947 0.074
H -0.3966 1.7976 0.3569 -0.161 2.174 -0.815
H -2.7366 -0.1680 -0.1230 1.820 -1.159 0.736
H -2.4610 -2.5878 -1.3429 -0.057 0.054 1.607
H -2.3491 -1.2350 -2.1263 0.501 -0.754 0.230
H 0.1761 0.3470 -2.0081 -0.197 -0.548 1.108
H 0.5156 -1.1788 -1.6237 0.066 -0.543 0.169
H 2.7281 1.4955 0.6086 -0.001 -2.861 0.200
H 2.8894 -0.2246 1.0953 0.139 0.743 0.149
H 1.3815 0.1021 -0.9554 0.597 -0.351 1.109

=====

15
Properties=species:S:1:pos:R:3:forces:R:3 method="wB97M-V/def2-TZVPD" homo_lumo_gap_ev="7.02 / 8.33" s_squared=2.0101 multiplicity=3 relative_energy_kj_mol=40.4 charge=+1 lumo_ev="-3.76 / -5.43"
C 0.5696 -1.0971 -0.1764 2.281 1.966 -0.182
C 0.2075 0.4162 -0.2086 -3.645 -2.482 -0.501
C 0.7626 -1.3013 -1.6784 0.637 -2.181 3.918
C -0.7230 0.4793 -1.3763 -2.544 1.591 0.115
N -0.5481 0.8827 1.0561 3.843 -3.707 2.648
F 0.0722 -2.3181 -2.1321 -0.042 -0.318 -1.341
I -0.9326 2.2184 -2.5278 0.121 -0.990 0.700
H 1.4875 -1.2091 0.4770 -0.651 -0.158 -0.897
H -0.2047 -1.6438 0.3126 -0.769 -0.692 -0.224
H 0.9528 1.0470 -0.5066 2.463 1.863 0.538
H 1.4510 -0.6732 -2.1637 0.547 0.014 -1.516
H -1.4970 -0.3182 -1.4963 0.719 0.895 -0.108
H -0.7716 1.7906 0.9093 -1.404 3.766 -0.216
H 0.0337 0.7910 1.9826 -0.632 0.610 -2.148
H -1.3225 0.2988 1.3318 -0.924 -0.178 -0.786

=====

32
Properties=species:S:1:pos:R:3:forces:R:3 method="wB97M-V/def2-TZVPD" homo_lumo_gap_ev=8.59 relative_energy_kj_mol=81.4 charge=0 lumo_ev=0.79 smiles="C=CCN[P@](=N)(CC=C)c1ccccc1"
C -0.2263 3.4325 -2.2769 -0.027 0.031 0.024
C -0.8586 3.6694 -1.0668 -0.022 0.074 -0.091
C 0.3255 2.1889 -2.5440 0.089 0.001 -0.143
C -0.9383 2.6582 -0.1265 -0.064 -0.007 0.113
C 0.2552 1.1764 -1.6045 0.028 -0.048 -0.021
C -0.3813 1.4147 -0.3931 -0.037 -0.148 0.614
C 3.1630 -3.1377 2.3244 0.049 0.008 -0.006
C -2.2605 -1.0633 -2.0635 -0.031 -0.078 -0.104
C 2.5902 -2.2772 1.5040 -0.065 0.059 -0.079
C -1.5842 -1.4779 -1.0071 -0.072 -0.167 0.023
C 1.1952 -1.7528 1.6679 -0.214 -0.260 0.353
C -1.8287 -0.9990 0.3808 0.281 0.343 0.391
N -1.0137 0.7949 2.6180 1.015 -2.158 -5.150
N 0.9307 -0.6783 0.7165 -0.140 0.498 0.067
P -0.5244 0.1684 0.9259 -1.284 1.744 4.453
H -0.1604 4.2197 -3.0135 0.009 0.059 -0.069
H -1.2823 4.6405 -0.8569 -0.040 0.060 0.018
H 0.8148 2.0100 -3.4907 0.043 -0.015 -0.061
H -1.4181 2.8048 0.8318 -0.012 0.072 0.080
H 0.6852 0.2064 -1.8039 0.044 -0.038 -0.050
H 4.1654 -3.4930 2.1631 0.193 -0.050 -0.078
H 2.6478 -3.5234 3.1886 -0.133 -0.052 0.206
H -2.0429 -1.4227 -3.0555 0.091 -0.098 -0.142
H -3.0639 -0.3493 -1.9819 -0.147 0.167 0.093
H 3.1218 -1.9060 0.6373 0.136 -0.029 -0.122
H -0.7783 -2.1916 -1.1213 0.076 -0.066 -0.088
H 1.0292 -1.4298 2.7073 -0.001 -0.071 -0.183
H 0.4747 -2.5535 1.4649 0.065 0.026 0.053
H -1.8346 -1.8169 1.1062 -0.058 0.078 -0.007
H -2.7674 -0.4498 0.4758 0.013 -0.036 0.021
H -0.1338 1.1481 2.9935 0.273 0.186 -0.045
H 1.6992 -0.0106 0.7002 -0.058 -0.086 -0.070